Record 1
# C12H28N4O4Sn

C12H28N4O4Sn as an isolated structure (ωB97M-V/def2-TZVPD, the OMol25 dataset).

The geometry in XYZ format:
```
49
Properties=species:S:1:pos:R:3
Sn 0.2605 0.4814 -0.9833
C 1.5907 -2.9365 1.4269
C 0.5374 -1.8319 1.2017
O 0.6126 -1.0397 0.2447
N -0.4174 -1.8431 2.0685
C -1.5597 -1.0141 1.9245
H 2.4274 -2.8776 0.7308
H 1.1780 -3.9104 1.1637
H 1.9916 -2.9041 2.4400
H -0.2834 -2.5072 2.8176
H -2.5185 -1.5287 1.8597
H -1.6195 -0.3808 1.0394
H -1.5750 -0.3474 2.7867
C 0.6821 2.6834 2.3924
C -0.2400 2.1228 1.3488
O 0.1089 2.1434 0.1923
N -1.3948 1.5515 1.7030
C -1.8086 1.3377 3.0538
H 1.5831 3.0775 1.9221
H 0.9551 1.8331 3.0173
H 0.2834 3.4716 3.0310
H -1.9066 1.1339 0.9390
H -1.6842 2.2130 3.6914
H -1.2240 0.5304 3.4948
H -2.8465 1.0128 2.9808
C -0.9661 -3.2600 -1.7865
C -1.3549 -1.8110 -1.3552
O -0.7672 -0.8167 -1.7803
N -2.4080 -1.6403 -0.5878
C -3.4096 -2.6100 -0.2212
H -0.6567 -3.9139 -0.9711
H -0.1239 -3.2422 -2.4781
H -1.8281 -3.5528 -2.3859
H -2.7525 -0.6919 -0.5441
H -4.0186 -2.1627 0.5643
H -2.9571 -3.4975 0.2212
H -4.0418 -2.9019 -1.0598
C 1.0638 3.1165 -3.6624
C 1.9841 2.3734 -2.6942
O 1.5837 1.7217 -1.7456
N 3.3114 2.5857 -2.8299
C 4.3473 1.8249 -2.1683
H 0.3242 3.6520 -3.0671
H 0.5424 2.3700 -4.2615
H 1.6183 3.7869 -4.3190
H 3.5407 3.3565 -3.4409
H 5.3142 2.1878 -2.5169
H 4.2626 0.7477 -2.3122
H 4.2590 1.9074 -1.0850
```

The LUMO energy is -5.389 eV. The total charge is +2. The value obtained for the electronic energy is -1207.645900 Ha. The relative energy (zero: lowest compared OMol25 entry of this formula, charge and spin) is 5.6634 eV.

Atom charges from the Mulliken analysis, given in e for atoms 1 to 6:
1 Sn 1.216
2 C -1.570
3 C 0.601
4 O -0.320
5 N 0.054
6 C 0.390

---

Record 2
# C12H28NNdO5P2S

C12H28NNdO5P2S as an isolated structure (ωB97M-V/def2-TZVPD, the OMol25 dataset).

The geometry in XYZ format:
```
50
Properties=species:S:1:pos:R:3
C -0.8103 0.8680 -3.7909
C -0.8313 0.3299 -2.4950
N -0.0093 0.8308 -1.5255
C 0.8414 1.8607 -1.8045
C 0.9148 2.4034 -3.0935
C 0.0767 1.9049 -4.0986
C -1.7099 -0.8390 -2.1291
P -2.0001 -0.9056 -0.2904
Nd 0.0127 -0.0813 0.4332
P 1.9387 1.1084 0.6624
C 1.6431 2.4145 -0.6484
O -0.5440 -3.7739 -2.5250
O 0.6235 -3.8111 -0.0607
H -1.4786 0.4549 -4.5518
H 1.6118 3.2219 -3.2957
H 0.1131 2.3228 -5.1097
C -3.5011 0.1240 -0.0032
C -2.5697 -2.6154 0.0515
H 2.5638 2.9139 -0.9974
H 1.0197 3.1726 -0.1341
H -1.1791 -1.7986 -2.3469
H -2.6402 -0.8386 -2.7248
C 2.3053 2.0688 2.1854
C 3.5607 0.3573 0.2144
H 0.7250 -2.8118 -0.0710
H 0.3371 -3.9853 0.8545
H -0.1875 -3.9398 -1.6106
H 0.2706 -3.6497 -3.0439
H -0.7702 1.2135 1.1555
H 0.8683 -1.3848 -0.2515
H -4.3764 -0.2610 -0.5559
H -3.7195 0.1322 1.0778
H -3.2773 1.1566 -0.3161
H -3.4361 -2.8964 -0.5706
H -1.7242 -3.2927 -0.1388
H -2.8366 -2.6710 1.1204
H 4.3767 1.1012 0.1880
H 3.7967 -0.4241 0.9563
H 3.4539 -0.1271 -0.7699
H 3.1775 2.7351 2.0663
H 1.4073 2.6499 2.4491
H 2.4964 1.3474 2.9977
C -0.4019 1.3880 4.2046
S 0.2364 -0.2812 3.8613
O 1.7116 -0.5116 4.2183
O -0.3908 -1.1639 4.9507
O -0.1031 -1.2248 2.4647
H 0.4039 1.9992 4.6600
H -1.2572 1.3292 4.9086
H -0.7313 1.8812 3.2729
```

The LUMO energy (spin up / spin down) is -0.816 / -0.741 eV. As for the multiplicity: 4. The total charge is 0. As for the expectation value of S²: 3.92. The value obtained for the electronic energy is -2546.827938 Ha. The relative energy (zero: lowest compared OMol25 entry of this formula, charge and spin) is 13.2658 eV.

Atom charges from the Mulliken analysis, given in e for atoms 1 to 6:
1 C -0.917
2 C 0.546
3 N 0.191
4 C 0.709
5 C -0.946
6 C -0.379

---

Record 3
# C12H29BNO5S

A 2-piece molecular cluster, C12H29BNO5S overall (ωB97M-V/def2-TZVPD, the OMol25 dataset).

The geometry in XYZ format:
```
49
Properties=species:S:1:pos:R:3
C 0.9876 -3.5187 1.0615
C 0.8065 -2.0009 0.9013
C -0.4126 -1.5818 1.7415
C 0.4775 -1.6598 -0.5534
C 1.7001 -1.7021 -1.4777
S 1.3345 -2.4331 -3.0729
C 2.2939 -3.9427 -3.2453
B 1.2668 -5.0352 -3.7864
O 1.0963 -5.2494 -5.1271
O 0.5456 -5.7474 -2.8412
C 2.0097 -1.2396 -4.4511
O 1.9871 -0.0860 -4.1147
O 2.2734 -1.8904 -5.4140
H 1.4397 -3.9773 0.1844
H 1.5807 -3.7308 1.9478
H 0.0069 -3.9693 1.2080
H 1.6804 -1.4662 1.2739
H -0.3255 -2.0192 2.7348
H -0.4721 -0.4967 1.7754
H -1.3036 -2.0114 1.2839
H 0.0527 -0.6558 -0.5747
H -0.2916 -2.3581 -0.8812
H 1.9720 -0.6799 -1.7427
H 2.5652 -2.1785 -1.0257
H 3.0855 -3.7397 -3.9624
H 2.7069 -4.2256 -2.2811
H 0.5084 -4.6216 -5.5589
H -0.3745 -5.4637 -2.8613
C -0.0850 3.1834 1.1390
N -1.0511 4.1638 1.7391
C -0.9018 5.4605 1.0081
C -0.7139 4.3723 3.1759
C -2.4872 3.7185 1.5739
C -2.8941 2.4469 2.2781
O -2.1320 1.3589 1.7826
H 0.8788 3.6805 1.0537
H 0.0089 2.3258 1.7917
H -0.4439 2.8895 0.1578
H 0.1211 5.8068 1.1234
H -1.5919 6.1847 1.4331
H -1.1265 5.2951 -0.0420
H -0.7568 3.4197 3.6942
H -1.4262 5.0720 3.6065
H 0.2932 4.7757 3.2370
H -2.6397 3.6150 0.5002
H -3.1015 4.5378 1.9452
H -3.9551 2.2882 2.0666
H -2.7813 2.5320 3.3635
H -2.4117 0.5541 2.2317
```

The LUMO energy is -2.730 eV. The total charge is +1. The value obtained for the electronic energy is -1328.444089 Ha.

Atom charges from the Mulliken analysis, given in e for atoms 1 to 6:
1 C -1.408
2 C 0.612
3 C -1.231
4 C -0.881
5 C -0.910
6 S 0.057

---

Record 4
# C12H29Br2F3INNbO6

C12H29Br2F3INNbO6 as an isolated structure (ωB97M-V/def2-TZVPD, the OMol25 dataset).

The geometry in XYZ format:
```
55
Properties=species:S:1:pos:R:3
F 3.4795 -1.3016 0.7198
C 3.9365 -0.4877 -0.3271
F 4.8252 0.4727 0.1979
Br 5.0497 -1.6887 -1.4928
C 2.7781 0.1456 -1.2389
F 3.3891 1.2576 -1.9473
Br 2.1066 -1.0733 -2.6677
C 1.5490 0.7511 -0.4323
C 0.5872 -0.3609 0.2449
Nb -1.5023 -0.4645 -0.6631
C -1.0293 -2.5357 -1.4773
C -2.4282 -3.3557 -1.5891
C -2.4366 -4.5090 -0.4647
I -1.0051 -6.1144 -0.9383
C -1.9889 1.5575 0.2614
C -1.5704 2.9204 -0.3070
C -1.9569 4.1860 0.4082
N -2.7212 4.4031 1.5760
C -3.0808 3.1285 2.0671
C -2.7834 1.7453 1.5617
H 0.9019 1.2972 -1.2082
H 1.8388 1.5191 0.3540
H 0.4955 -0.0635 1.3496
H 1.0188 -1.4174 0.2148
H -2.1516 -1.2654 0.8411
H -3.1605 -0.4662 -1.3989
H -0.9046 0.3493 -2.1796
H -0.5191 -2.4727 -2.4904
H -0.3666 -3.1296 -0.7607
H -2.5066 -3.8224 -2.6360
H -3.3119 -2.6645 -1.3881
H -3.4402 -5.0271 -0.3582
H -2.1484 -4.0078 0.5245
H -0.9682 2.9692 -1.2667
H -1.5692 5.1570 -0.0684
H -3.7125 3.1739 3.0259
H -3.1460 0.8375 2.1364
O 6.0946 1.0317 -3.8661
H 5.7482 1.5715 -4.5855
H 5.4911 1.2060 -3.1315
O -0.7063 -5.6427 2.6866
H 0.0786 -6.0027 3.1146
H -0.7392 -6.1001 1.8333
O -0.9412 7.1776 -0.4911
H -0.7559 7.7133 0.2916
H -0.5388 7.6720 -1.2141
O -3.9734 -4.3554 2.1903
H -4.7626 -3.9888 2.6054
H -3.3241 -4.3853 2.9047
O -0.3966 9.1162 1.9641
H -1.1836 9.4850 2.3823
H 0.2526 9.0808 2.6762
O 5.9015 -4.6638 0.8535
H 6.7681 -4.2884 1.0464
H 5.3830 -3.9084 0.5491
```

The LUMO energy is 1.859 eV. The total charge is -1. The value obtained for the electronic energy is -6782.804838 Ha.

Atom charges from the Mulliken analysis, given in e for atoms 1 to 6:
1 F -0.182
2 C 0.631
3 F -0.236
4 Br -0.190
5 C 0.244
6 F -0.292

---

Record 5
# C12H29ClI2NOP2Sc

C12H29ClI2NOP2Sc as an isolated structure (ωB97M-V/def2-TZVPD, the OMol25 dataset).

The geometry in XYZ format:
```
49
Properties=species:S:1:pos:R:3
I -0.0033 -1.7203 -4.2211
I -0.0058 0.9640 -4.6602
Sc -0.0548 0.0788 1.0582
P -2.6328 -0.0027 0.1027
C -3.2093 -0.1302 -1.6437
C -3.6244 -1.3178 0.9346
H -4.7124 -1.1265 1.0343
H -4.5507 1.3313 0.7870
H -3.2066 -1.4748 1.9424
H -3.0511 1.8588 1.6377
H -2.8327 -1.0545 -2.1028
H -3.4733 -2.2475 0.3619
C -3.4744 1.5291 0.6780
H -4.3144 -0.1150 -1.7187
H -3.3053 2.3251 -0.0590
H -2.7820 0.6888 -2.2405
P 2.5831 -0.0041 0.2414
C 3.1763 -0.2435 -1.4794
C 3.4703 1.5278 0.7345
H 3.1582 -1.3808 2.1469
H 4.6557 -1.1694 1.1774
H 3.3470 -2.2653 0.6017
C 3.5566 -1.3156 1.1211
H 3.0781 1.8978 1.6921
H 4.5464 1.3199 0.8215
H 4.2810 -0.2632 -1.5199
H 2.7926 0.5593 -2.1201
H 3.2910 2.2964 -0.0273
H 2.7765 -1.1792 -1.8894
Cl -0.0940 1.9697 2.4126
O -0.1869 -1.2113 2.5715
C -0.1751 -1.5127 3.8279
C 1.0798 -1.6434 4.6010
C 1.4408 -0.2988 5.2011
C 0.6649 -0.0497 6.4814
C -0.8182 0.0779 6.2224
C -1.5166 -1.2344 5.8878
N -1.2927 -1.7365 4.5215
H 0.8884 -2.4264 5.3364
H 1.8972 -2.0169 3.9668
H 2.5211 -0.2065 5.3643
H 1.1676 0.4828 4.4840
H 0.8294 -0.8786 7.1897
H 1.0388 0.8878 6.9110
H -1.3296 0.4463 7.1177
H -1.0420 0.8352 5.4670
H -1.2692 -1.9610 6.6809
H -2.5863 -1.0026 5.9413
H -2.1002 -2.1055 3.9999
```

The LUMO energy is -7.026 eV. The total charge is +2. The value obtained for the electronic energy is -3103.271196 Ha. The relative energy (zero: lowest compared OMol25 entry of this formula, charge and spin) is 0.0000 eV.

Atom charges from the Mulliken analysis, given in e for atoms 1 to 6:
1 I -0.024
2 I 0.006
3 Sc 0.199
4 P 0.955
5 C -0.997
6 C -0.818

---

Copy entry 2 word for word.
# C12H28NNdO5P2S

C12H28NNdO5P2S as an isolated structure (ωB97M-V/def2-TZVPD, the OMol25 dataset).

The geometry in XYZ format:
```
50
Properties=species:S:1:pos:R:3
C -0.8103 0.8680 -3.7909
C -0.8313 0.3299 -2.4950
N -0.0093 0.8308 -1.5255
C 0.8414 1.8607 -1.8045
C 0.9148 2.4034 -3.0935
C 0.0767 1.9049 -4.0986
C -1.7099 -0.8390 -2.1291
P -2.0001 -0.9056 -0.2904
Nd 0.0127 -0.0813 0.4332
P 1.9387 1.1084 0.6624
C 1.6431 2.4145 -0.6484
O -0.5440 -3.7739 -2.5250
O 0.6235 -3.8111 -0.0607
H -1.4786 0.4549 -4.5518
H 1.6118 3.2219 -3.2957
H 0.1131 2.3228 -5.1097
C -3.5011 0.1240 -0.0032
C -2.5697 -2.6154 0.0515
H 2.5638 2.9139 -0.9974
H 1.0197 3.1726 -0.1341
H -1.1791 -1.7986 -2.3469
H -2.6402 -0.8386 -2.7248
C 2.3053 2.0688 2.1854
C 3.5607 0.3573 0.2144
H 0.7250 -2.8118 -0.0710
H 0.3371 -3.9853 0.8545
H -0.1875 -3.9398 -1.6106
H 0.2706 -3.6497 -3.0439
H -0.7702 1.2135 1.1555
H 0.8683 -1.3848 -0.2515
H -4.3764 -0.2610 -0.5559
H -3.7195 0.1322 1.0778
H -3.2773 1.1566 -0.3161
H -3.4361 -2.8964 -0.5706
H -1.7242 -3.2927 -0.1388
H -2.8366 -2.6710 1.1204
H 4.3767 1.1012 0.1880
H 3.7967 -0.4241 0.9563
H 3.4539 -0.1271 -0.7699
H 3.1775 2.7351 2.0663
H 1.4073 2.6499 2.4491
H 2.4964 1.3474 2.9977
C -0.4019 1.3880 4.2046
S 0.2364 -0.2812 3.8613
O 1.7116 -0.5116 4.2183
O -0.3908 -1.1639 4.9507
O -0.1031 -1.2248 2.4647
H 0.4039 1.9992 4.6600
H -1.2572 1.3292 4.9086
H -0.7313 1.8812 3.2729
```

The LUMO energy (spin up / spin down) is -0.816 / -0.741 eV. As for the multiplicity: 4. The total charge is 0. As for the expectation value of S²: 3.92. The value obtained for the electronic energy is -2546.827938 Ha. The relative energy (zero: lowest compared OMol25 entry of this formula, charge and spin) is 13.2658 eV.

Atom charges from the Mulliken analysis, given in e for atoms 1 to 6:
1 C -0.917
2 C 0.546
3 N 0.191
4 C 0.709
5 C -0.946
6 C -0.379